DFT (ωB97M-V/def2-TZVPD) results for a molecular structure, C4H14HgN3 at a distorted geometry.

## Properties
Maximum force: 2.58 eV Å⁻¹
Total charge: -1
Gap between HOMO and LUMO (spin up / spin down): 2.37 / 4.81 eV
ΔE to the lowest compared entry with this formula, charge and spin: 0.0 kJ/mol
Multiplicity: 1

Last column: Mulliken charge in e.
Geometry (Å):
1 C 2.482 -1.659 2.349  -1.386
2 Hg 1.617 -1.588 0.266  0.093
3 N 1.340 -2.198 -2.125  -0.949
4 H 3.530 -0.909 4.968  0.016
5 H 0.907 -3.098 -2.330  0.335
6 H 3.675 -1.630 4.835  0.002
7 H 3.028 -2.605 2.405  0.249
8 H 1.616 -1.637 3.020  0.286
9 H 3.144 -0.805 2.509  0.310
10 H 0.679 -1.435 -2.323  0.365
11 H 2.168 -2.114 -2.719  0.357
12 C -2.860 1.658 -2.152  -2.952
13 N -1.966 1.607 -0.988  3.471
14 C -2.186 2.528 0.143  -2.087
15 C -1.034 0.696 -0.922  -3.153
16 N -0.176 -0.111 -0.878  1.278
17 H -3.542 2.499 -2.020  0.570
18 H -3.432 0.725 -2.245  0.556
19 H -2.279 1.801 -3.072  0.471
20 H -2.441 1.962 1.053  0.404
21 H -1.270 3.104 0.346  0.302
22 H -3.002 3.206 -0.120  0.463

=====

DFT (ωB97M-V/def2-TZVPD) results for 3 unconnected molecules or ions with the total composition C4H11NO2.

## Properties
Maximum force: 0.86 eV Å⁻¹
Gap between HOMO and LUMO: 10.00 eV
SMILES: C=N/C=C/C.O.O
ΔE to the lowest compared entry with this formula, charge and spin: 220.3 kJ/mol
Multiplicity: 1

Last column: Mulliken charge in e.
Geometry (Å):
1 C -3.245 -0.488 0.536  -1.076
2 C -1.901 0.046 0.906  -0.033
3 C -1.168 0.845 0.134  -0.291
4 N 0.145 1.228 0.450  -0.554
5 C 1.004 1.177 -0.469  -0.191
6 H -3.893 -0.546 1.403  0.317
7 H -3.625 0.053 -0.338  0.313
8 H -3.152 -1.511 0.190  0.266
9 H -1.484 -0.154 1.876  0.350
10 H -1.564 1.166 -0.829  0.339
11 H 2.042 1.375 -0.265  0.298
12 H 0.720 0.964 -1.502  0.242
13 H 2.942 -6.612 -0.836  0.322
14 H 3.415 -5.898 -2.109  0.319
15 O 3.735 -6.393 -1.349  -0.641
16 H -0.095 4.777 0.283  0.309
17 H 0.610 3.452 0.606  0.379
18 O 0.768 4.352 0.269  -0.667

=====

DFT (ωB97M-V/def2-TZVPD) results for a molecular structure, C4H10N3O at a distorted geometry.

## Properties
Maximum force: 5.36 eV Å⁻¹
Total charge: +1
Gap between HOMO and LUMO: 10.03 eV
ΔE to the lowest compared entry with this formula, charge and spin: 225.0 kJ/mol
Multiplicity: 1

Last column: Mulliken charge in e.
Geometry (Å):
1 C -1.828 0.891 -0.006  -0.429
2 C -0.422 1.182 -0.367  0.032
3 C 0.011 -0.090 -0.836  0.245
4 C -1.007 -2.435 -0.617  -0.688
5 N -2.020 -0.363 -0.030  -0.908
6 N -0.997 -0.935 -0.537  0.767
7 N 1.368 1.609 1.536  -0.648
8 O 1.173 -0.518 -1.304  -0.502
9 H -2.638 1.591 0.156  0.432
10 H 0.075 2.120 -0.896  0.413
11 H 0.310 1.475 0.759  0.044
12 H -1.654 -2.778 0.235  0.292
13 H -1.453 -2.976 -1.458  0.272
14 H 0.054 -2.684 -0.508  0.292
15 H 1.803 0.712 1.319  0.342
16 H 0.879 1.875 2.385  0.333
17 H 1.857 2.345 1.034  0.353
18 H 1.868 0.092 -1.526  0.357

=====

DFT (ωB97M-V/def2-TZVPD) results for 2 unconnected molecules or ions with the total composition C4H5N2O2 at a distorted geometry.

## Properties
Maximum force: 5.70 eV Å⁻¹
Total charge: +1
Gap between HOMO and LUMO: 6.80 eV
ΔE to the lowest compared entry with this formula, charge and spin: 590.8 kJ/mol
Multiplicity: 1

Last column: Mulliken charge in e.
Geometry (Å):
1 C 2.139 0.001 -0.103  -0.309
2 C 1.662 1.227 -0.166  -0.340
3 C 0.990 -0.975 -0.034  0.346
4 C -2.725 -0.744 0.053  -0.062
5 N -0.111 -0.127 -0.022  -0.486
6 N 0.199 1.087 0.002  0.946
7 O 1.199 -2.147 0.091  -0.419
8 O -0.521 2.026 0.141  -0.570
9 H 3.211 -0.252 -0.153  0.386
10 H 2.007 2.163 -0.249  0.554
11 H -1.946 -1.036 -0.565  0.345
12 H -2.819 -1.434 0.801  0.294
13 H -3.286 0.212 0.204  0.314

=====

DFT (ωB97M-V/def2-TZVPD) results for 4 unconnected molecules or ions with the total composition C29H25BrN4O8.

## Properties
Maximum force: 0.94 eV Å⁻¹
Gap between HOMO and LUMO: 8.61 eV
SMILES: CCCN1C(=O)c2ccc(Br)cc2C1=O.O=[N+]([O-])c1ccccc1.O=[N+]([O-])c1ccccc1.O=[N+]([O-])c1ccccc1
Multiplicity: 1

Last column: Mulliken charge in e.
Geometry (Å):
1 C 2.927 -1.506 0.055  -0.016
2 C 3.752 -0.231 -0.222  -0.932
3 C 3.174 1.035 0.389  -0.395
4 N 2.150 1.722 -0.459  0.120
5 C 1.114 2.231 0.420  -0.245
6 O 1.126 3.318 0.918  -0.581
7 C 0.045 1.191 0.483  0.525
8 C -0.960 0.970 1.401  -0.407
9 C -1.811 -0.104 1.175  -0.767
10 C -1.651 -0.883 0.041  0.001
11 Br -2.829 -2.338 -0.256  -0.199
12 C -0.642 -0.670 -0.885  -0.287
13 C 0.214 0.377 -0.627  1.011
14 C 1.418 0.861 -1.363  -0.452
15 O 1.701 0.677 -2.510  -0.501
16 H 3.562 -2.315 0.412  0.503
17 H 2.165 -1.310 0.809  -0.217
18 H 2.438 -1.862 -0.848  -0.084
19 H 4.732 -0.359 0.239  0.445
20 H 3.948 -0.109 -1.287  0.330
21 H 2.766 0.817 1.380  0.305
22 H 3.985 1.744 0.545  0.408
23 H -1.055 1.604 2.271  0.611
24 H -2.589 -0.320 1.890  0.428
25 H -0.519 -1.292 -1.760  0.540
26 C 0.474 -0.900 -7.321  -0.410
27 C 1.571 -0.561 -6.539  -0.609
28 C 1.803 -1.219 -5.343  -0.191
29 C 0.924 -2.214 -4.956  0.250
30 C -0.178 -2.564 -5.714  -0.466
31 C -0.400 -1.897 -6.907  -0.437
32 N 1.172 -2.926 -3.692  1.103
33 O 2.136 -2.587 -3.035  -0.641
34 O 0.393 -3.801 -3.370  -0.633
35 H 0.300 -0.385 -8.256  0.382
36 H 2.247 0.219 -6.860  0.382
37 H 2.647 -0.962 -4.722  0.388
38 H -0.848 -3.342 -5.379  0.463
39 H -1.255 -2.157 -7.516  0.376
40 C 1.057 -5.718 5.017  -0.447
41 C -0.100 -5.057 5.408  -0.470
42 C -0.424 -3.832 4.849  -0.397
43 C 0.428 -3.294 3.902  0.117
44 C 1.588 -3.930 3.500  -0.170
45 C 1.900 -5.154 4.067  -0.539
46 N 0.084 -2.004 3.289  0.940
47 O -0.933 -1.448 3.655  -0.587
48 O 0.833 -1.568 2.435  -0.596
49 H 1.303 -6.677 5.453  0.389
50 H -0.754 -5.498 6.147  0.378
51 H -1.320 -3.306 5.142  0.449
52 H 2.230 -3.481 2.757  0.467
53 H 2.801 -5.670 3.765  0.385
54 C -2.137 5.076 0.075  -0.565
55 C -2.083 4.666 1.400  -0.057
56 C -3.066 5.063 2.292  -0.597
57 C -4.092 5.867 1.831  0.103
58 C -4.163 6.292 0.517  -0.409
59 C -3.173 5.890 -0.364  -0.466
60 N -5.151 6.278 2.770  1.015
61 O -5.057 5.909 3.923  -0.608
62 O -6.057 6.960 2.335  -0.611
63 H -1.366 4.760 -0.616  0.423
64 H -1.269 4.036 1.733  0.463
65 H -3.037 4.753 3.325  0.445
66 H -4.976 6.923 0.190  0.459
67 H -3.212 6.211 -1.396  0.385

=====

DFT (ωB97M-V/def2-TZVPD) results for a single C4H4N2OS molecule at a distorted geometry.

## Properties
Maximum force: 1.45 eV Å⁻¹
Gap between HOMO and LUMO: 9.45 eV
SMILES: [H]/N=c1/ncocc1S
ΔE to the lowest compared entry with this formula, charge and spin: 119.0 kJ/mol
Multiplicity: 1

Last column: Mulliken charge in e.
Geometry (Å):
1 C 0.439 -0.297 0.006  0.564
2 C -0.347 -1.380 -0.007  -0.375
3 C -2.217 -0.051 0.007  0.144
4 C -0.181 1.045 -0.002  0.294
5 H 2.285 -1.712 0.013  0.135
6 H -0.010 -2.407 0.028  0.346
7 H -3.294 -0.091 -0.016  0.369
8 H 1.399 2.047 -0.006  0.238
9 N -1.593 1.050 0.000  -0.455
10 N 0.415 2.175 0.001  -0.654
11 O -1.705 -1.294 -0.003  -0.354
12 S 2.210 -0.373 -0.002  -0.251

=====

DFT (ωB97M-V/def2-TZVPD) results for a molecular structure, C4H6O2.

## Properties
Maximum force: 0.55 eV Å⁻¹
Gap between HOMO and LUMO: 10.52 eV
ΔE to the lowest compared entry with this formula, charge and spin: 186.0 kJ/mol
Multiplicity: 1

Last column: Mulliken charge in e.
Geometry (Å):
1 O 2.385 -0.843 0.154  -0.466
2 C 1.639 -0.026 0.637  -0.166
3 C 0.478 0.597 -0.115  0.302
4 C -0.437 -0.358 -0.888  -0.534
5 C -1.395 -0.128 0.288  -0.361
6 O -0.587 0.967 0.771  -0.440
7 H 1.772 0.353 1.674  0.334
8 H 0.872 1.454 -0.680  0.332
9 H -0.064 -1.363 -1.096  0.263
10 H -0.810 0.103 -1.804  0.228
11 H -1.440 -0.935 1.030  0.238
12 H -2.413 0.179 0.030  0.269

=====

DFT (ωB97M-V/def2-TZVPD) results for a gas-phase ion, C7H13N2 (charge +1) at a distorted geometry.

## Properties
Maximum force: 4.34 eV Å⁻¹
Total charge: +1
Gap between HOMO and LUMO: 9.93 eV
ΔE to the lowest compared entry with this formula, charge and spin: 378.8 kJ/mol
Multiplicity: 1

Last column: Mulliken charge in e.
Geometry (Å):
1 C 0.173 1.841 0.281  -0.401
2 C -1.435 1.598 1.794  -0.023
3 C -0.075 0.497 -0.216  0.541
4 C -0.808 0.329 -1.525  -1.361
5 C 0.191 -2.008 0.083  -1.435
6 C 1.972 -0.630 -0.690  -1.504
7 C 0.719 -0.612 0.277  0.698
8 N -0.449 2.387 1.323  -0.487
9 N -1.639 0.437 1.273  -0.356
10 H 0.773 2.476 -0.265  0.518
11 H -2.034 2.026 2.588  0.465
12 H -1.699 -0.278 -1.367  0.407
13 H -0.083 -0.257 -2.013  0.378
14 H -1.173 1.329 -1.981  0.343
15 H -0.611 -2.157 0.794  0.350
16 H 0.875 -2.785 0.026  0.478
17 H -0.392 -1.970 -0.859  0.362
18 H 1.991 -1.043 -1.687  0.381
19 H 2.715 -1.048 -0.008  0.474
20 H 2.315 0.404 -0.747  0.468
21 H 1.070 -0.427 1.333  0.517
22 H -2.396 -0.109 1.582  0.189